A:
The ion CH3O3S2 with charge -1, computed with ωB97M-V/def2-TZVPD.

Calculated values
* LUMO: 0.1321 Eh
* SMILES: CSS(=O)(=O)[O-]
* HOMO-LUMO gap: 0.2949 Eh

Structure (ORCA input):
```
! RIJCOSX wB97M-V def2-TZVPD def2/J DEFGRID3
* xyz -1 1
C -0.1623 -0.0205 -1.3846
S 0.3156 1.3186 -0.3592
S 0.2014 0.0071 1.4733
O 1.1081 -1.0413 1.1484
O -1.2189 -0.3893 1.5143
O 0.6291 0.9806 2.4703
H 0.0719 -1.0077 -0.8761
H 0.3022 0.1513 -2.4059
H -1.2471 0.0012 -1.5806
*
```

---

B:
A structure of composition CH3O3S2, computed with ωB97M-V/def2-TZVPD.

Calculated values
* LUMO: 0.1391 Eh
* HOMO-LUMO gap: 0.2573 Eh

Structure (ORCA input):
```
! RIJCOSX wB97M-V def2-TZVPD def2/J DEFGRID3
* xyz -1 1
C -1.3158 0.6167 -0.1790
O 2.5255 0.5173 -0.3919
O 1.2196 -1.0788 0.9999
O 0.2130 1.1115 -0.0725
S -1.3495 -1.0935 -0.6275
S 1.2010 -0.1643 -0.3834
H -1.6426 0.7729 0.7592
H -1.6505 1.2245 -0.9080
H 0.7994 -1.9063 0.8033
*
```

---

Most stable structure, least stable structure: A, B.

---

A:
A structure of composition C17H35BNO4P2Sr, computed with ωB97M-V/def2-TZVPD.

Calculated values
* LUMO (spin up / spin down): -0.0972 / -0.0972 Eh
* HOMO-LUMO gap (spin up / spin down): 0.1701 / 0.1701 Eh

Structure (ORCA input):
```
! RIJCOSX wB97M-V def2-TZVPD def2/J DEFGRID3
* xyz 1 1
Sr -1.5740 -0.3087 0.5357
P 0.8545 0.2923 -2.6774
C 0.5421 -1.4681 -2.3524
C 0.8660 -2.2681 -1.2059
N 0.2699 -2.2463 0.0556
C 0.9328 -2.9000 1.0436
C 2.0422 -3.7468 0.8385
C 2.5296 -3.8929 -0.4621
C 1.8658 -3.2423 -1.4791
C 0.5849 -2.7308 2.5281
P -1.0497 -1.8500 2.8301
H 2.2399 -3.3021 -2.4935
H 2.5533 -4.2166 1.6722
H 3.4001 -4.5026 -0.6773
H 0.5920 -3.7099 3.0642
H 1.4029 -2.1550 3.0191
H -2.3965 -1.6452 -2.4303
H -0.0884 -1.9527 -2.9876
H -3.7708 -2.2947 0.0004
O -2.8256 -0.7619 -2.4456
H -2.8630 -0.8068 -3.4697
H -2.3487 -2.4238 1.2297
O -2.9743 -2.9560 -0.0835
H -3.4047 -3.6642 0.4721
C -2.0907 -3.3215 2.9821
H -1.7157 -3.8770 3.8508
H -3.1150 -3.0188 3.2356
H -2.0141 -4.0356 2.1462
C -0.8292 -1.3971 4.6092
H -1.5373 -0.5859 4.8157
H -1.0611 -2.2334 5.2847
H 0.1797 -1.0258 4.8469
C 2.6563 0.1695 -2.2511
H 3.2199 0.0590 -3.1857
H 2.9399 1.0610 -1.6690
H 2.7868 -0.7515 -1.6570
C 0.6212 0.5104 -4.4903
H 0.3912 1.5653 -4.6784
H 1.5378 0.2487 -5.0260
H -0.1902 -0.1118 -4.9029
C -1.5219 4.2945 -0.9208
C -0.0239 3.9762 -0.6889
C 0.8138 5.2397 -0.5451
O 0.4483 3.1865 -1.8142
B 0.2786 1.8328 -1.5897
O -0.2142 1.6694 -0.2578
C 0.1492 2.9234 0.4982
C 1.6229 2.6581 0.8704
C -0.8236 3.0087 1.6766
H -1.5922 4.8594 -1.8582
H -1.9401 4.9202 -0.1269
H -2.1275 3.3775 -1.0305
H 0.5830 5.8845 -1.3939
H 0.5470 5.7984 0.3701
H 1.8794 4.9865 -0.5271
H 2.0827 3.4168 1.5063
H 1.7247 1.7046 1.3963
H 2.2231 2.5854 -0.0513
H -1.8585 3.1876 1.3611
H -0.8201 2.1443 2.3514
H -0.5904 3.8431 2.3381
*
```

---

B:
A structure of composition C17H35BNO4P2Sr, computed with ωB97M-V/def2-TZVPD.

Calculated values
* LUMO: -0.0950 Eh
* HOMO-LUMO gap: 0.2208 Eh

Structure (ORCA input):
```
! RIJCOSX wB97M-V def2-TZVPD def2/J DEFGRID3
* xyz 1 1
Sr 0.3924 0.7964 -0.7478
P 2.2887 -1.3491 -0.5013
C 2.3878 -1.7250 -2.3233
C 1.0547 -1.9659 -3.0259
N -0.0548 -1.3414 -2.5565
C -1.2321 -1.5969 -3.1801
C -1.3177 -2.4104 -4.3207
C -0.1537 -2.9582 -4.8353
C 1.0544 -2.7373 -4.1977
C -2.5262 -1.0044 -2.6323
P -2.3449 0.5176 -1.5830
H 1.9976 -3.1608 -4.5638
H -2.2907 -2.5522 -4.8056
H -0.1903 -3.5555 -5.7332
H -3.2137 -0.8205 -3.4765
H -3.0532 -1.7532 -2.0132
H 2.9120 -0.8796 -2.8205
H 3.0530 -2.5884 -2.4874
H 1.7422 3.7656 -3.1839
O 2.3946 3.2606 -3.6968
H 2.4101 3.7452 -4.5497
H -1.4169 4.6283 -1.0177
O -1.0824 5.3123 -1.6525
H -1.5031 6.1191 -1.3320
C -2.4744 1.8485 -2.8535
H -3.4373 1.8832 -3.3921
H -2.3439 2.8186 -2.3374
H -1.6741 1.7187 -3.6026
C -3.8449 0.6509 -0.5613
H -3.7049 1.5673 0.0311
H -4.8022 0.7259 -1.0956
H -3.8773 -0.2241 0.1034
C 2.3246 -3.0086 0.2509
H 3.2282 -3.6096 0.0524
H 2.2601 -2.8340 1.3405
H 1.4436 -3.5710 -0.0985
C 3.8961 -0.5719 -0.0974
H 3.8231 -0.3335 0.9754
H 4.7788 -1.2075 -0.2606
H 4.0084 0.3500 -0.6925
C 1.0395 1.9136 4.5548
C 0.7432 0.6075 3.7952
C 1.5071 -0.5044 4.4557
O 1.1973 0.7918 2.4281
B 0.1294 1.5099 1.9114
O -1.0647 1.1609 2.4016
C -0.7849 0.3436 3.5675
C -1.1138 -1.1059 3.1886
C -1.6861 0.7635 4.6992
H 2.1233 2.1003 4.5668
H 0.7163 1.8594 5.6020
H 0.5737 2.8076 4.1080
H 2.5659 -0.2391 4.5318
H 1.1349 -0.6672 5.4799
H 1.4384 -1.4497 3.9107
H -0.9593 -1.7662 4.0559
H -2.1770 -1.1862 2.9139
H -0.5165 -1.4787 2.3407
H -1.5716 1.8244 4.9357
H -2.7314 0.5921 4.4216
H -1.4754 0.1736 5.6052
*
```

---

Most stable structure, least stable structure: B, A.

---

A:
A cluster of 2 separate species, H5N2OP in total, computed with ωB97M-V/def2-TZVPD.

Calculated values
* LUMO: 0.0066 Eh
* SMILES: [H]/N=P/O.N
* HOMO-LUMO gap: 0.3703 Eh

Structure (ORCA input):
```
! RIJCOSX wB97M-V def2-TZVPD def2/J DEFGRID3
* xyz 0 1
H -0.1248 -0.3241 -2.2734
N 0.7032 -0.3048 -1.6760
P 1.6706 0.8921 -1.3592
O 2.3130 0.4075 0.0118
H 1.7522 -0.3994 0.2041
N -0.9872 -0.1456 1.1527
H -1.3354 -0.8304 1.8981
H -0.2316 -0.5849 0.7834
H -1.7067 -0.0961 0.4041
*
```

---

B:
The molecule H5N2OP, computed with ωB97M-V/def2-TZVPD.

Calculated values
* LUMO: 0.0180 Eh
* SMILES: NOPN
* HOMO-LUMO gap: 0.3497 Eh

Structure (ORCA input):
```
! RIJCOSX wB97M-V def2-TZVPD def2/J DEFGRID3
* xyz 0 1
N -1.4992 0.1174 -0.3134
O -0.7437 -0.7137 0.5601
P 0.8190 -1.1947 0.2752
N 1.6235 0.7495 -0.1561
H -2.2581 0.5095 0.2706
H -1.9653 -0.4830 -1.0294
H 1.4435 -0.8616 1.4208
H 1.7617 0.6375 -1.0968
H 0.8185 1.2391 0.0690
*
```

---

Most stable structure, least stable structure: A, B.

---

A:
A structure of composition C3H5MnO3, computed with ωB97M-V/def2-TZVPD.

Calculated values
* LUMO (spin up / spin down): -0.0239 / -0.0522 Eh
* HOMO-LUMO gap (spin up / spin down): 0.1888 / 0.1581 Eh
* ⟨S²⟩: 12.002

Structure (ORCA input):
```
! RIJCOSX wB97M-V def2-TZVPD def2/J DEFGRID3
* xyz 0 7
H -0.8820 1.0959 2.5202
O -0.6828 0.3520 -0.9298
C 0.3019 -0.4051 -1.2670
C -0.6237 0.5642 0.6991
O 0.5455 -0.7925 -2.4152
O 1.1192 -0.7031 -0.2819
C 0.5536 -0.3671 1.0042
Mn 0.0338 -0.3310 -4.1582
H -1.5896 0.1375 0.9877
H -0.3584 1.6234 0.7745
H 0.2397 -1.2980 1.4852
H 1.3427 0.1240 1.5811
*
```

---

B:
A structure of composition C3H5MnO3, computed with ωB97M-V/def2-TZVPD.

Calculated values
* LUMO (spin up / spin down): 0.0112 / -0.0284 Eh
* HOMO-LUMO gap (spin up / spin down): 0.2533 / 0.3307 Eh
* ⟨S²⟩: 12.011

Structure (ORCA input):
```
! RIJCOSX wB97M-V def2-TZVPD def2/J DEFGRID3
* xyz 0 7
H -1.9591 1.2368 0.8993
C -1.0979 0.7764 0.4168
C 0.0548 1.4843 0.3954
O 1.3042 1.0876 0.1200
C 1.4385 -0.1162 -0.5542
O 2.7274 -0.1346 -0.9966
Mn -0.0716 -1.4603 -0.0908
O -1.6658 -2.3389 -0.1599
H -1.4279 0.0060 -0.2816
H -2.4911 -2.0777 0.2473
H 0.0626 2.5134 0.7646
H 3.1258 -0.9768 -0.7603
*
```

---

Most stable structure, least stable structure: B, A.